A) # C5H13N2

An isolated molecule of C5H13N2 (wB97M-V/def2-TZVPD, the Open Molecules 2025 dataset).

Geometry as XYZ:
```
20
Properties=species:S:1:pos:R:3:lowdin_charge:R:1
C -1.4854 -0.1197 1.0496 -0.29
C -1.1534 -0.8552 -0.2767 -0.24
C -0.3847 0.0802 -1.1905 -0.22
N 3.1448 -0.4909 -0.1782 0.01
C 1.8498 -0.3991 -0.0867 -0.30
C 0.9349 0.6809 -0.4658 -0.21
N -1.9746 1.2879 0.6934 -0.02
H -2.3665 -0.6604 1.5693 0.11
H -0.6885 -0.0747 1.8401 0.11
H -2.2215 -1.0640 -0.6825 0.12
H -0.7473 -1.8791 -0.0515 0.10
H 0.0406 -0.3062 -2.1450 0.11
H -0.9493 0.9696 -1.5231 0.09
H 3.5051 -1.1983 0.4869 0.11
H 3.7918 -0.1571 -0.8654 0.08
H 1.4278 -1.4265 0.2051 0.12
H 1.4667 1.4073 -1.1038 0.11
H 0.6280 1.2505 0.4290 0.09
H -1.8410 1.6570 1.6624 0.07
H -2.9774 1.2981 0.6334 0.05
```

Calculated values
<S²> = 0.753
2S+1 = 2
Net charge = 0
HOMO-LUMO gap (spin up / spin down) = 6.482 / 10.602 eV
HOMO (spin up / spin down) = -0.1984 / -0.3506 Ha


B) # C5H13N2

A cluster of 2 separate species, C5H13N2 in total (wB97M-V/def2-TZVPD, the Open Molecules 2025 dataset).

Geometry as XYZ:
```
20
Properties=species:S:1:pos:R:3:lowdin_charge:R:1
C 0.4400 1.9534 -1.2871 -0.30
C 1.2726 2.9304 -0.8227 -0.10
N -0.5817 1.2439 -0.4580 0.07
H 0.4005 1.6156 -2.3578 0.10
H 1.9289 3.4488 -1.5406 0.03
H 1.2183 3.2738 0.1894 0.00
H -0.2905 0.2144 -0.4310 0.10
H -0.7021 1.5623 0.4799 0.05
H -1.4468 1.2648 -0.9515 0.04
C 0.2643 -0.4632 1.9585 -0.13
C 0.2598 -1.4718 0.7807 -0.20
C -0.8086 -1.9219 0.0573 -0.24
N -0.7099 -2.8281 -1.0727 0.03
H -0.7823 -0.1293 2.1945 0.07
H 0.7145 -0.8330 2.9099 0.08
H 0.8329 0.4040 1.6675 0.04
H 1.2741 -1.7470 0.3857 0.12
H -1.9056 -1.6417 0.3037 0.13
H -1.4544 -3.4775 -1.0556 0.05
H 0.0760 -3.3978 -0.9500 0.05
```

Calculated values
<S²> = 0.753
2S+1 = 2
Net charge = 0
HOMO-LUMO gap (spin up / spin down) = 3.903 / 9.711 eV
HOMO (spin up / spin down) = -0.1104 / -0.3273 Ha


Most stable: A)


A) # C5H13N2

A cluster of 2 separate species, C5H13N2 in total (wB97M-V/def2-TZVPD, the Open Molecules 2025 dataset).

Geometry as XYZ:
```
20
Properties=species:S:1:pos:R:3:lowdin_charge:R:1
C -0.3098 -0.4100 -1.2566 -0.11
C -1.1399 0.5290 -0.4471 -0.17
C -2.4377 0.2835 -0.1700 -0.22
N -3.1206 1.1532 0.8112 0.00
H -0.8988 -1.1374 -1.8393 0.09
H 0.2618 0.1494 -2.0308 0.08
H 0.3400 -0.9599 -0.5677 0.05
H -0.6880 1.3987 0.0926 0.10
H -3.0943 -0.4933 -0.5708 0.10
H -2.4327 1.6264 1.3808 0.02
H -3.7464 1.8602 0.4706 0.03
H -3.6498 0.5361 1.4477 0.02
C 2.4336 -0.6644 1.3190 -0.16
C 2.8712 -0.5610 -0.9751 -0.10
N 2.5381 -1.3036 0.0008 -0.09
H 1.3972 -0.4755 1.5963 0.06
H 2.9336 0.2963 1.5110 0.07
H 2.7451 -1.3449 2.1506 0.08
H 2.4787 -0.7812 -2.0187 0.08
H 3.5187 0.2983 -0.9046 0.07
```

Calculated values
<S²> = 0.750
2S+1 = 2
Net charge = 0
HOMO-LUMO gap (spin up / spin down) = 4.196 / 10.368 eV
HOMO (spin up / spin down) = -0.1299 / -0.3578 Ha


B) # C5H13N2

An isolated molecule of C5H13N2 (wB97M-V/def2-TZVPD, the Open Molecules 2025 dataset).

Geometry as XYZ:
```
20
Properties=species:S:1:pos:R:3:lowdin_charge:R:1
C 0.3321 1.2352 1.3015 -0.22
N 1.0796 0.3169 2.1077 -0.02
C 0.1278 0.7809 -0.2227 -0.35
N 0.9433 -0.3918 -0.4962 -0.03
C 0.0222 -1.5237 -0.8003 -0.21
C -1.2238 -0.8115 -1.3638 -0.20
C -1.3049 0.5023 -0.5969 -0.15
H 0.9293 2.1456 1.2301 0.10
H -0.6333 1.5120 1.6942 0.10
H 1.9704 0.6225 2.4552 0.07
H 0.6664 -0.4549 2.5969 0.08
H 0.5859 1.6779 -0.6447 0.10
H 1.4790 -0.5898 0.3675 0.09
H 1.6420 -0.3806 -1.3496 0.03
H -0.3279 -1.9498 0.1299 0.12
H 0.4954 -2.1700 -1.5422 0.08
H -1.0757 -0.6253 -2.3952 0.07
H -2.0004 -1.5841 -1.4013 0.12
H -1.6816 1.2721 -1.2827 0.11
H -2.0258 0.4160 0.2126 0.11
```

Calculated values
<S²> = 0.751
2S+1 = 2
Net charge = 0
HOMO-LUMO gap (spin up / spin down) = 3.976 / 10.409 eV
HOMO (spin up / spin down) = -0.1120 / -0.3599 Ha


Most stable: B)


A) # C3H3Cl2F

A cluster of 2 separate species, C3H3Cl2F in total (wB97M-V/def2-TZVPD, the Open Molecules 2025 dataset).

Geometry as XYZ:
```
9
Properties=species:S:1:pos:R:3:lowdin_charge:R:1
C 1.3041 2.0841 -1.0788 0.14
C 1.5449 0.8739 -0.6488 -0.12
C 2.1624 -0.2627 -0.2923 -0.91
F -0.2870 -0.6565 -1.2879 -0.50
Cl 1.9565 -0.2314 1.5976 0.57
Cl 3.9571 -0.1683 -0.6526 0.59
H 0.6451 2.1104 -1.9494 0.12
H 1.6438 2.9349 -0.5914 0.08
H 1.8059 -1.1761 -0.5014 0.02
```

Calculated values
Net charge = 0
HOMO-LUMO gap (spin up / spin down) = 7.445 / 7.268 eV
HOMO (spin up / spin down) = -0.3754 / -0.3700 Ha


B) # C3H3Cl2F

An isolated molecule of C3H3Cl2F (wB97M-V/def2-TZVPD, the Open Molecules 2025 dataset).

Geometry as XYZ:
```
9
Properties=species:S:1:pos:R:3:lowdin_charge:R:1
C -0.1898 -0.6826 1.3607 0.08
C -0.1488 -0.3627 0.1024 -0.31
F -0.7438 -1.4087 -0.9703 -0.16
C 0.3102 0.8221 -0.6933 -1.09
Cl -1.0246 1.8413 -1.0850 0.64
Cl 1.1942 0.2721 -2.1626 0.58
H -0.8221 -1.5695 1.4182 0.09
H 0.3370 -0.4464 2.2916 0.10
H 1.0877 1.5344 -0.2616 0.08
```

Calculated values
Net charge = 0
HOMO-LUMO gap = 11.365 eV
HOMO = -0.3993 Ha
Structure (SMILES) = C=C(F)C(Cl)Cl


C) # C3H3Cl2F

An isolated molecule of C3H3Cl2F (wB97M-V/def2-TZVPD, the Open Molecules 2025 dataset).

Geometry as XYZ:
```
9
Properties=species:S:1:pos:R:3:lowdin_charge:R:1
F 1.6007 1.5922 -0.4751 -0.11
C 0.4432 1.0145 0.1625 -0.26
C 0.3325 -0.4585 -0.0691 -0.73
Cl 1.9478 -1.1373 -0.2907 0.67
C -0.8332 -1.2127 -0.0119 -0.37
Cl -2.2911 -0.1058 -0.3565 0.55
H -0.7123 1.2519 -0.2213 0.07
H 0.4004 1.2915 1.3102 0.16
H -0.8879 -2.2357 -0.0480 0.03
```

Calculated values
Net charge = 0
HOMO-LUMO gap = 9.793 eV
HOMO = -0.3559 Ha
Structure (SMILES) = FC/C(Cl)=C\Cl


Most stable: B)


A) # C4H11NOS

An isolated molecule of C4H11NOS (wB97M-V/def2-TZVPD, the Open Molecules 2025 dataset).

Geometry as XYZ:
```
18
Properties=species:S:1:pos:R:3:lowdin_charge:R:1
N 1.2202 -0.8061 -0.4835 0.05
C 0.4732 0.3563 -0.0532 -0.44
C 0.7631 1.5616 -0.9222 -0.27
O 2.1070 1.7276 -1.2600 -0.05
C -1.0617 0.2196 0.1457 -0.22
C -1.4733 -1.1697 0.6418 -0.56
S -0.6804 -1.7983 2.1460 0.71
H 0.8200 -1.2139 -1.3252 0.09
H 1.1174 -1.5157 0.2365 0.03
H 0.8058 0.5878 0.9620 0.13
H 0.1677 2.4261 -0.6272 0.12
H 0.1840 1.3443 -1.8456 0.12
H 2.4923 0.8434 -1.1626 0.07
H -1.3609 0.9777 0.8662 0.12
H -1.5236 0.2932 -0.8401 0.11
H -1.2634 -1.8944 -0.1412 0.06
H -2.5483 -1.1953 0.8122 0.06
H -0.2390 -0.7442 2.8505 -0.14
```

Calculated values
Net charge = 0
HOMO-LUMO gap = 10.080 eV
HOMO = -0.3424 Ha
Structure (SMILES) = N[C@@H](CO)CCS


B) # C4H11NOS

An isolated molecule of C4H11NOS (wB97M-V/def2-TZVPD, the Open Molecules 2025 dataset).

Geometry as XYZ:
```
18
Properties=species:S:1:pos:R:3:lowdin_charge:R:1
C -2.7136 -0.2516 -0.4456 -0.14
C 2.0032 0.1109 1.4974 -0.18
C -1.5762 -1.1961 -0.0628 -0.37
C 1.9534 1.1120 0.3937 -0.22
N -0.2880 -0.5727 -0.0029 -0.42
O 0.9282 0.2074 -2.1667 -0.37
S 0.1139 0.6895 -0.7305 0.97
H -2.7496 0.5863 0.2503 0.07
H -2.5530 0.1396 -1.4498 0.06
H -3.6670 -0.7746 -0.4194 0.07
H 3.0178 -0.2626 1.6520 0.08
H 1.6251 0.5215 2.4297 0.07
H 1.3636 -0.7396 1.2228 0.05
H -1.5343 -2.0293 -0.7830 0.11
H -1.7672 -1.6270 0.9285 0.11
H 2.7053 0.9874 -0.3723 0.05
H 1.8070 2.1452 0.6768 0.05
H 1.3314 0.9537 -2.6181 0.02
```

Calculated values
Net charge = 0
HOMO-LUMO gap = 9.090 eV
HOMO = -0.3100 Ha


Most stable: A)


A) # C4H11NOS

An isolated molecule of C4H11NOS (wB97M-V/def2-TZVPD, the Open Molecules 2025 dataset).

Geometry as XYZ:
```
18
Properties=species:S:1:pos:R:3:lowdin_charge:R:1
C 2.2624 1.1358 -0.2110 -0.15
C 1.0850 0.4461 -0.8400 -0.30
C 0.0154 0.0953 0.2521 -0.25
C -1.1907 -0.7283 -0.3175 -0.38
N -3.1818 -2.2941 0.1368 -0.34
O -2.6057 -0.2728 1.8067 -0.38
S -2.0728 -1.6000 0.9524 0.84
H 2.9217 0.5258 0.4470 0.08
H 2.9038 1.3713 -1.0915 0.08
H 1.8200 1.9921 0.3815 0.09
H 0.5465 1.2522 -1.4228 0.12
H 1.4366 -0.2617 -1.6049 0.11
H 0.3900 -0.4748 1.1207 0.10
H -0.4361 1.1328 0.5133 0.13
H -1.8198 0.0048 -0.9135 0.13
H -0.9878 -1.4273 -1.0198 0.04
H -3.4723 -3.1083 0.6888 -0.02
H -2.0368 -0.2005 2.6823 0.11
```

Calculated values
Net charge = 0
HOMO-LUMO gap = 9.574 eV
HOMO = -0.3305 Ha


B) # C4H11NOS

A structure of composition C4H11NOS (wB97M-V/def2-TZVPD, the Open Molecules 2025 dataset).

Geometry as XYZ:
```
18
Properties=species:S:1:pos:R:3:lowdin_charge:R:1
C -2.1101 -0.8597 0.6359 -0.13
C -3.1697 -0.0508 -0.0434 -0.26
C 2.2676 1.1364 0.0517 -0.08
C 1.4258 -1.1627 -0.2627 -0.22
N 1.2209 0.1968 -0.4846 -0.45
O -0.6597 1.8997 -0.0420 -0.46
S -0.4092 0.4617 -0.1084 0.89
H -1.8848 -0.2186 1.5509 -0.01
H -2.7405 0.1816 -0.9435 0.00
H -3.4384 0.8275 0.5240 0.07
H -4.0653 -0.6134 -0.1474 0.07
H 2.3330 1.1645 1.2418 0.12
H 3.2623 0.9334 -0.2668 0.07
H 1.9563 2.1262 -0.1624 0.05
H 1.1321 -1.7490 -1.1681 0.09
H 2.4276 -1.4674 0.0139 0.08
H 0.6547 -1.6538 0.5012 0.10
H -0.8429 0.1889 -1.5008 0.08
```

Calculated values
Net charge = 0
HOMO-LUMO gap = 8.227 eV
HOMO = -0.3083 Ha


C) # C4H11NOS

A cluster of 2 separate species, C4H11NOS in total (wB97M-V/def2-TZVPD, the Open Molecules 2025 dataset).

Geometry as XYZ:
```
18
Properties=species:S:1:pos:R:3:lowdin_charge:R:1
C -0.8833 0.7337 0.8172 -0.18
S -0.4156 0.4919 -0.9222 0.62
C -0.8740 2.1542 -1.7361 -0.13
N 0.8307 -0.0511 -1.3024 -0.35
O -1.7011 -0.3283 -1.6419 -0.24
H -1.9166 0.5944 0.6604 0.02
H -0.3594 0.0367 1.5512 0.07
H -0.6719 1.7033 1.2656 0.07
H -0.7180 1.8286 -2.6810 0.00
H -1.8581 2.5644 -1.4357 0.07
H -0.1130 2.8822 -1.5652 0.04
H -1.3532 -1.0230 -2.1199 0.01
C 1.8602 0.5292 3.5074 -0.07
C 2.4834 0.4113 2.3287 -0.08
H 2.3990 1.1114 4.3291 0.08
H 0.9645 -0.0051 3.5643 0.01
H 2.0719 -0.0921 1.4748 0.02
H 3.4212 0.7708 2.0010 0.03
```

Calculated values
Net charge = 0
HOMO-LUMO gap = 9.552 eV
HOMO = -0.3266 Ha
Structure (SMILES) = CS(C)(#N)O.C=C


D) # C4H11NOS

A cluster of 2 separate species, C4H11NOS in total (wB97M-V/def2-TZVPD, the Open Molecules 2025 dataset).

Geometry as XYZ:
```
18
Properties=species:S:1:pos:R:3:lowdin_charge:R:1
C -0.0631 1.3806 -2.2899 -0.13
C -0.3804 1.4237 -0.8148 -0.31
S -1.3546 0.2618 0.0194 0.89
O -0.8833 -1.0980 -0.3195 -0.50
C -1.4342 0.4389 1.7972 -0.26
C -1.7517 -0.9104 2.2962 -0.19
H 0.8624 1.7575 -2.3903 0.03
H 0.0262 0.3226 -2.5115 0.07
H -0.7424 1.7935 -2.9580 0.06
H -0.8580 2.3500 -0.3845 0.06
H -1.9738 1.3986 1.8825 0.06
H -2.7482 -0.9439 2.7541 0.09
H -1.5115 -1.7039 1.7002 0.02
H -1.2289 -1.0229 3.2733 0.10
N 3.0978 -1.3952 -0.5848 0.01
H 2.6333 -2.1263 -0.0364 0.01
H 2.3942 -0.6988 -0.8320 -0.01
H 3.3894 -1.8089 -1.4572 -0.01
```

Calculated values
Net charge = 0
HOMO-LUMO gap (spin up / spin down) = 7.426 / 7.514 eV
HOMO (spin up / spin down) = -0.2999 / -0.3033 Ha
Structure (SMILES) = CC=S(=O)=CC.N


Most stable: A)


A) # C4H11NOS

A cluster of 2 separate species, C4H11NOS in total (wB97M-V/def2-TZVPD, the Open Molecules 2025 dataset).

Geometry as XYZ:
```
18
Properties=species:S:1:pos:R:3:lowdin_charge:R:1
C -1.9070 -1.0162 -0.5055 0.01
C -1.5797 -0.4044 0.6321 -0.48
C -0.7254 -0.9903 1.7235 -0.08
C -2.2075 0.8977 0.9646 -0.10
H -2.7199 -0.7445 -1.2036 0.06
H -1.4478 -2.0008 -0.7993 0.07
H 0.2510 -0.4791 1.9812 0.09
H -1.3121 -1.2014 2.6821 0.10
H -0.6053 -1.9936 1.4353 0.04
H -3.0760 1.1219 0.2602 0.10
H -1.2969 1.5844 0.9334 0.11
H -2.6756 0.7752 1.9605 0.08
N 3.2786 -1.0936 -0.4374 -0.33
S 3.1507 0.6567 -0.4061 0.75
O 4.7197 1.0893 -0.4843 -0.54
H 2.8793 -1.4801 -1.3661 0.06
H 2.8899 -1.5610 0.3532 -0.01
H 5.3608 0.3620 -0.7179 0.07
```

Calculated values
Net charge = 0
HOMO-LUMO gap = 8.994 eV
HOMO = -0.3043 Ha
Structure (SMILES) = C=C(C)C.NSO


B) # C4H11NOS

A cluster of 2 separate species, C4H11NOS in total (wB97M-V/def2-TZVPD, the Open Molecules 2025 dataset).

Geometry as XYZ:
```
18
Properties=species:S:1:pos:R:3:lowdin_charge:R:1
C -1.0156 -0.4429 1.7876 -0.03
C 0.6922 -1.5480 0.3999 -0.05
C 1.0680 1.1936 -0.4567 -0.13
C -0.4751 -0.5229 0.2849 -0.52
N -0.2845 0.7655 -0.1670 -0.10
O -0.3764 1.4586 -3.1118 -0.59
S -1.6062 0.6120 -2.3305 0.72
H -0.3931 -0.9060 2.5148 0.05
H -1.1854 0.5668 2.0233 0.05
H -1.8840 -1.0359 1.9101 0.06
H 1.3867 -1.2172 1.1192 0.06
H 1.1148 -1.5685 -0.5034 0.03
H 0.2190 -2.4005 0.8203 0.08
H 1.6261 0.9960 0.5297 0.13
H 1.6305 0.5833 -1.1440 0.07
H 0.8912 2.2663 -0.7706 0.09
H -1.1666 -1.0629 -0.3186 0.08
H -0.2415 2.2628 -2.5871 0.00
```

Calculated values
Net charge = 0
HOMO-LUMO gap (spin up / spin down) = 6.898 / 6.897 eV
HOMO (spin up / spin down) = -0.3073 / -0.3073 Ha


Most stable: A)


A) # C2H6NOS

A cluster of 2 separate species, C2H6NOS in total (wB97M-V/def2-TZVPD, the Open Molecules 2025 dataset).

Geometry as XYZ:
```
11
Properties=species:S:1:pos:R:3:lowdin_charge:R:1
C -1.6510 -0.0040 1.6015 -0.71
S -1.3964 1.5162 0.5734 0.02
H -2.3630 -0.7106 1.1829 -0.02
H -2.0113 0.3226 2.5808 -0.03
H -0.6765 -0.4740 1.7626 -0.03
C 1.6434 0.1549 -1.7806 -0.46
N 0.9916 -0.4166 -0.7672 0.11
O 2.7493 -0.1869 -2.1800 -0.06
H 1.1156 0.9814 -2.2748 0.12
H 0.1074 -0.0415 -0.4219 -0.04
H 1.4910 -1.1414 -0.2768 0.10
```

Calculated values
Net charge = -1
HOMO-LUMO gap = 6.818 eV
HOMO = -0.1002 Ha


B) # C2H6NOS

A cluster of 2 separate species, C2H6NOS in total (wB97M-V/def2-TZVPD, the Open Molecules 2025 dataset).

Geometry as XYZ:
```
11
Properties=species:S:1:pos:R:3:lowdin_charge:R:1
C -0.2776 -1.6076 1.7973 -0.79
S 1.0390 -0.4495 1.4557 0.13
H -0.5445 -2.3636 1.0312 -0.01
H -0.2317 -2.3494 2.6210 -0.01
H -1.2791 -1.1726 1.8990 -0.02
C -0.7080 1.0838 -1.3819 -0.46
N 0.4610 0.3819 -1.5091 0.06
O -1.4688 1.4870 -2.2287 -0.03
H -0.8893 1.2225 -0.3119 0.09
H 0.5796 -0.3596 -0.8069 -0.04
H 0.8982 0.3724 -2.4009 0.07
```

Calculated values
Net charge = -1
HOMO-LUMO gap = 6.825 eV
HOMO = -0.0997 Ha


C) # C2H6NOS

A cluster of 2 separate species, C2H6NOS in total (wB97M-V/def2-TZVPD, the Open Molecules 2025 dataset).

Geometry as XYZ:
```
11
Properties=species:S:1:pos:R:3:lowdin_charge:R:1
C 1.5748 1.3020 1.2950 -0.65
S 1.6817 0.6735 -0.4526 0.12
H 2.3795 1.9838 1.3552 -0.06
H 0.6308 1.7922 1.4379 -0.04
H 1.5850 0.3638 2.0025 0.03
C -1.9213 -0.8336 -1.1032 -0.45
N -0.6940 -1.2426 -0.7910 0.08
O -2.7691 -1.6893 -1.2974 -0.08
H -2.1237 0.2448 -1.1360 0.12
H 0.0557 -0.4825 -0.7082 -0.12
H -0.3993 -2.1121 -0.6022 0.04
```

Calculated values
Net charge = -1
HOMO-LUMO gap = 7.065 eV
HOMO = -0.1062 Ha


Most stable: A)